(1)
Computed, not measured: a 2-piece molecular cluster, C2H3ClSi overall, with ωB97M-V/def2-TZVPD.

XYZ file:
```
7
Properties=species:S:1:pos:R:3:forces:R:3
C -2.4658 1.1149 0.0011 -0.9 2.0 -0.5
C -1.2953 0.8111 -0.0505 3.4 -2.4 0.4
Si 1.4333 -0.9375 0.0358 -0.7 2.4 2.5
Cl 2.8779 0.5017 0.0232 -0.7 -0.7 -0.3
H -3.0526 2.0115 -0.1947 -0.4 -0.9 0.3
H 0.9264 -1.6467 -1.0037 -0.6 -0.9 -2.5
H 1.5761 -1.8551 1.1887 -0.1 0.5 0.0
```
Positions in Å, forces in eV/Å.

Summary:
Lowest unoccupied orbital energy (alpha / beta), eV: -2.030 / -2.030
Energy relative to the best compared isomer or geometry (same formula, charge and spin), kJ/mol: 475.6
2S+1: 1

Atom charges from the natural (NBO) analysis, given in e for atoms 1 to 4: atom 1 (C): -0.517, atom 2 (C): -0.294, atom 3 (Si): 1.235, atom 4 (Cl): -0.307

***

(2)
Computed, not measured: a 2-piece molecular cluster, C2H3ClSi overall, with ωB97M-V/def2-TZVPD.

XYZ file:
```
7
Properties=species:S:1:pos:R:3:forces:R:3
C 0.6916 -0.7895 0.1380 0.3 0.8 0.1
C 1.7322 -0.0229 0.0202 -1.9 0.2 0.0
Si -0.0355 0.9085 0.0652 1.4 -0.6 -0.1
Cl 3.3849 0.1170 -0.1315 0.4 0.1 0.0
H 0.6344 -3.1465 -0.0314 0.0 -0.6 -0.1
H -0.5379 1.4758 -1.1758 -0.2 0.0 -0.2
H -0.3459 1.7205 1.2329 -0.1 0.0 0.3
```
Positions in Å, forces in eV/Å.

Summary:
⟨S²⟩: 2.01
Lowest unoccupied orbital energy (alpha / beta), eV: 0.430 / -1.636
Energy relative to the best compared isomer or geometry (same formula, charge and spin), kJ/mol: 198.0
2S+1: 3

Atom charges from the natural (NBO) analysis, given in e for atoms 1 to 4: atom 1 (C): -0.364, atom 2 (C): -0.421, atom 3 (Si): 0.991, atom 4 (Cl): 0.118

***

(3)
Computed, not measured: C2H3CoO as an isolated structure, with ωB97M-V/def2-TZVPD.

XYZ file:
```
7
Properties=species:S:1:pos:R:3:forces:R:3
C -0.5889 0.9573 1.0501 -0.6 -0.8 2.4
C -0.1905 0.9178 -0.2422 0.0 -1.0 -4.2
O 0.1567 -0.1547 -0.9127 -0.1 4.3 1.6
Co -0.0283 -1.9298 -0.7192 -0.1 -2.6 0.1
H -0.2528 0.2026 1.7669 -0.2 0.2 -0.1
H -1.3687 1.6589 1.3479 0.5 0.1 0.0
H -0.3608 1.8163 -0.8609 0.4 -0.4 0.1
```
Positions in Å, forces in eV/Å.

Summary:
⟨S²⟩: 8.77
Charge: +1
Lowest unoccupied orbital energy (alpha / beta), eV: -4.527 / -7.977
2S+1: 6

Atom charges from the natural (NBO) analysis, given in e for atoms 1 to 4: atom 1 (C): -0.173, atom 2 (C): 0.287, atom 3 (O): -0.730, atom 4 (Co): 0.924

***

What is the formula in the second record?
C2H3ClSi

***

What is the formula in the third record?
C2H3CoO

***

Which formula does entry 1 have?
C2H3ClSi

***

2S+1 of number 2 (C2H3ClSi)?
3